(1)
The following is a quantum chemistry calculation of a cluster of 4 separate species, C4H15NO2 in total in a non-equilibrium geometry, from the OMol25 dataset.

XYZ file:
```
22
Properties=species:S:1:pos:R:3:lowdin_charge:R:1
C -0.15885 1.10231 1.70375 -0.097
C -0.26788 -0.37158 1.45136 -0.272
N 0.13333 -0.69518 0.08012 -0.301
C 0.44757 -2.10716 -0.08800 -0.100
C -0.95703 -0.35281 -0.87870 -0.118
H -0.53783 1.38228 2.68982 0.082
H 0.88990 1.39532 1.62644 0.082
H -0.66189 1.66985 0.92782 0.018
H -1.28361 -0.75583 1.63210 0.121
H 0.37756 -0.94559 2.12931 0.116
H 1.27087 -2.39084 0.56380 0.089
H 0.78431 -2.24881 -1.09729 0.080
H -0.43153 -2.71395 0.14128 0.089
H -1.44915 0.52011 -0.53397 0.028
H -0.54086 -0.13456 -1.86119 0.085
H -1.62101 -1.21204 -0.98566 0.093
H -1.62497 3.16293 -1.02002 0.020
H 0.08736 1.48392 -0.89046 0.341
O -1.12905 2.34311 -0.84168 -0.296
H 1.65200 0.17197 -1.01493 -0.010
H 2.59173 0.73006 -2.14574 0.029
O 2.42905 -0.03349 -1.58817 -0.077
```

## Properties
Spin multiplicity = 1
Frontier orbital gap = 8.36 eV
Charge = 0
HOMO energy = -9.2619 eV



(2)
The following is a quantum chemistry calculation of a structure of composition C12H33AsCl6F6O12P3 in a non-equilibrium geometry, from the OMol25 dataset.

XYZ file:
```
73
Properties=species:S:1:pos:R:3:lowdin_charge:R:1
As 2.93242 -0.40594 0.91849 0.883
F 2.01086 0.43953 -0.40646 -0.401
F 2.24371 0.82128 2.08685 -0.393
F 3.75455 -1.24479 2.23581 -0.354
F 3.56454 -1.67919 -0.27463 -0.421
F 4.37533 0.62571 0.60626 -0.383
F 1.45958 -1.48577 1.15130 -0.401
C -0.93121 1.91016 2.70427 -0.023
O -0.65126 3.25564 2.10671 -0.220
P -1.47525 4.49155 2.61160 0.489
O -2.92664 4.64297 2.24624 -0.289
O -1.15228 4.46686 4.23963 -0.267
C -1.12871 5.54523 5.19312 -0.097
O -0.47023 5.74811 2.10764 -0.260
C 0.56308 5.59483 1.08994 -0.103
H -1.10028 1.90006 3.78102 0.082
H -0.02305 1.31393 2.61564 0.070
H -1.74567 1.47614 2.12429 0.069
H -0.10420 5.57104 5.56434 0.086
H -1.84587 5.48013 6.01138 0.076
H -1.38219 6.43431 4.61571 0.076
H 0.58328 6.49824 0.48041 0.074
H 0.50673 4.76086 0.39036 0.083
H 1.53122 5.43499 1.56455 0.085
C 0.93527 -1.47712 -2.66678 -0.037
O -0.45933 -1.18923 -3.15580 -0.250
P -1.33885 -2.34499 -3.88772 0.410
O -0.58488 -3.23975 -4.79173 -0.272
O -1.89125 -3.11066 -2.55559 -0.244
C -1.29009 -4.30246 -2.05557 -0.118
O -2.45185 -1.49416 -4.64186 -0.226
C -3.55850 -2.16961 -5.38684 -0.056
H 1.15838 -2.51728 -2.90424 0.067
H 0.82327 -1.39522 -1.58564 0.058
H 1.73493 -0.83608 -3.03786 0.067
H -0.79177 -4.12949 -1.10171 0.095
H -0.52106 -4.62972 -2.75529 0.063
H -1.81230 -5.22957 -2.29191 0.082
H -3.40380 -2.12041 -6.46469 0.085
H -4.40138 -1.61396 -4.97585 0.067
H -3.84558 -3.18644 -5.11899 0.083
C -4.84690 -0.57148 -2.05321 -0.123
O -5.15660 -1.03564 -0.77418 -0.222
P -4.12345 -1.05631 0.48759 0.403
O -4.64760 -1.75568 1.66750 -0.244
O -2.73584 -1.62009 -0.04038 -0.241
C -1.52644 -1.62100 0.81702 -0.039
O -3.78411 0.49915 0.76879 -0.233
C -4.89150 1.29123 1.12540 -0.114
H -5.24495 -1.39142 -2.65101 0.085
H -3.77708 -0.42908 -2.20586 0.089
H -5.33420 0.37259 -2.29685 0.086
H -1.13684 -2.62981 0.95340 0.083
H -1.71101 -1.04577 1.72430 0.075
H -0.84469 -0.99793 0.23814 0.077
H -4.70994 2.24071 1.62901 0.089
H -5.57799 0.60169 1.61668 0.076
H -5.41735 1.47711 0.18889 0.073
C 6.38116 1.91854 -1.45031 -1.096
Cl 5.35886 3.27234 -1.32939 0.527
Cl 7.60014 2.07569 -0.13482 0.444
H 5.74594 1.03303 -1.42872 -0.041
H 6.86012 1.93731 -2.42927 0.017
C 5.08392 -2.69859 -2.65507 -1.000
Cl 6.57169 -3.43517 -3.33557 0.436
Cl 4.85950 -0.95950 -2.95705 0.543
H 4.21499 -3.24485 -3.02202 0.025
H 5.20609 -2.69510 -1.57195 -0.001
C 4.10637 -3.09598 4.42884 -1.052
Cl 4.57918 -3.06164 6.15547 0.418
Cl 3.94546 -4.75362 3.91321 0.481
H 3.13828 -2.60083 4.35320 0.025
H 4.92548 -2.62940 3.88161 0.017
```

## Properties
Spin multiplicity = 2
Frontier orbital gap (spin up / spin down) = 1.65 / 9.09 eV
Charge = -2
HOMO energy (spin up / spin down) = 2.0315 / -5.4489 eV



(3)
The following is a quantum chemistry calculation of a cluster of 2 separate species, C5H16NO in total in a non-equilibrium geometry, from the OMol25 dataset.

XYZ file:
```
23
Properties=species:S:1:pos:R:3:lowdin_charge:R:1
C -1.49755 -1.34412 -0.11029 0.007
C -0.20048 -0.54743 -0.25950 -0.264
C 0.05501 0.50125 0.87127 -0.284
C 0.88979 -0.05331 2.03724 0.107
C -1.10635 1.42398 1.16217 0.027
N -0.29024 0.30631 -1.55258 0.218
H -1.65628 -1.69795 0.90785 0.111
H -2.29184 -0.61417 -0.31110 0.102
H -1.62952 -2.11634 -0.86395 0.112
H 0.63073 -1.19272 -0.49797 0.142
H 0.89901 1.15521 0.42723 0.269
H 0.82905 0.77324 2.75717 0.134
H 0.41622 -1.02297 2.30450 0.175
H 1.93639 -0.33420 1.82052 0.150
H -0.74946 2.24497 1.79789 0.126
H -1.56343 1.89155 0.30159 0.107
H -1.83416 0.88557 1.78212 0.155
H -0.52388 1.29175 -1.45786 0.161
H 0.67637 0.39027 -1.94384 0.123
H -0.83527 -0.17448 -2.27617 0.187
H 3.07003 -0.78118 -1.67052 0.077
H 2.32801 -0.73533 -3.03917 0.104
O 2.44786 -0.24991 -2.18660 -0.048
```

## Properties
Spin multiplicity = 2
Frontier orbital gap (spin up / spin down) = 12.71 / 5.12 eV
Charge = +2
HOMO energy (spin up / spin down) = -19.7166 / -19.7152 eV



(4)
The following is a quantum chemistry calculation of a structure of composition C3H3Cl9 in a non-equilibrium geometry, from the OMol25 dataset.

XYZ file:
```
15
Properties=species:S:1:pos:R:3:lowdin_charge:R:1
C -2.93534 -22.10266 -2.81812 -1.487
Cl -1.50808 -22.87388 -3.61164 0.494
Cl -3.42650 -22.90572 -1.28535 0.474
Cl -4.46158 -22.11892 -3.70881 0.499
H -2.65289 -21.06207 -2.65849 -0.032
C -1.51064 -17.60619 0.09269 -1.555
Cl -0.68616 -18.37873 1.44663 0.524
Cl -2.26882 -18.86363 -0.88733 0.501
Cl -0.49996 -16.56784 -0.91259 0.502
H -2.28878 -16.92543 0.43791 -0.032
C -4.29430 -14.96188 3.29436 -1.555
Cl -3.07542 -14.58071 1.97497 0.186
Cl -3.54489 -14.96435 4.91518 0.276
Cl -5.07410 -16.55521 2.93691 0.234
H -5.04675 -14.17327 3.29820 -0.030
```

## Properties
Spin multiplicity = 2
Frontier orbital gap (spin up / spin down) = 1.98 / 8.19 eV
Charge = -1
HOMO energy (spin up / spin down) = 0.0608 / -6.1660 eV



(5)
The following is a quantum chemistry calculation of an isolated molecule of C6H12O4 in a non-equilibrium geometry, from the OMol25 dataset.

XYZ file:
```
22
Properties=species:S:1:pos:R:3:lowdin_charge:R:1
O 3.98736 0.42759 -0.06522 -0.081
C 2.82000 -0.31338 -0.60329 -0.171
C 1.63687 0.03140 0.27897 -0.371
O 1.61245 1.44420 0.25141 -0.037
C 0.33882 -0.52137 -0.26122 -0.164
O -0.69225 -0.26602 0.66448 -0.072
C -1.93674 -0.68531 0.23130 -0.294
C -2.71012 0.18526 -0.72976 -0.027
C -3.12257 0.09890 0.71076 -0.317
O -2.92459 1.23436 1.48732 0.009
H 4.66658 0.46630 -0.74255 0.084
H 3.01874 -1.39572 -0.55894 0.122
H 2.62423 -0.03308 -1.65088 0.132
H 1.80999 -0.34251 1.30338 0.160
H 2.55186 1.76786 0.40410 0.116
H 0.44767 -1.60798 -0.42931 0.140
H 0.10396 -0.04630 -1.23016 0.143
H -2.04805 -1.77275 0.14473 0.151
H -3.33332 -0.28342 -1.49159 0.105
H -2.22019 1.11636 -1.02052 0.125
H -4.02363 -0.47431 0.95056 0.144
H -2.60707 0.96992 2.35645 0.102
```

## Properties
Spin multiplicity = 1
Frontier orbital gap = 10.22 eV
SMILES = OC[C@@H](O)CO[C@@H]1C[C@@H]1O
Charge = 0
HOMO energy = -9.4639 eV



(6)
The following is a quantum chemistry calculation of an isolated molecule of C3H3ClN2O in a non-equilibrium geometry, from the OMol25 dataset.

XYZ file:
```
10
Properties=species:S:1:pos:R:3:lowdin_charge:R:1
H -2.21284 -1.48036 -0.18669 0.039
N -2.27886 -0.46733 -0.06939 0.129
C -1.00827 -0.17419 0.01483 -0.375
N 0.22583 -0.89143 0.17615 0.109
C 1.19460 0.16275 0.08898 -0.733
Cl 2.87422 -0.18272 -0.06700 0.689
C 0.62472 1.30868 -0.01413 -0.205
O -0.70471 1.23660 -0.07672 0.039
H 0.31433 -1.82872 -0.20277 0.146
H 0.97097 2.31672 0.33675 0.160
```

## Properties
Spin multiplicity = 1
Frontier orbital gap = 9.20 eV
SMILES = [H]/N=c1\[nH]c(Cl)co1
Charge = 0
HOMO energy = -8.6092 eV



(7)
The following is a quantum chemistry calculation of a cluster of 2 separate species, C3H12N2O2 in total in a non-equilibrium geometry, from the OMol25 dataset.

XYZ file:
```
19
Properties=species:S:1:pos:R:3:lowdin_charge:R:1
N 0.07082 -1.16060 -1.35273 -0.039
C 0.86478 -1.60248 -0.18540 -0.307
N 0.37354 -0.95076 1.12613 -0.093
C 0.45663 0.48700 1.31279 -0.231
C -0.95913 0.96106 1.70639 -0.245
O -1.91277 0.52985 0.73593 -0.091
H 0.48303 -1.63399 -2.20547 0.082
H -0.83607 -1.80971 -1.24735 0.122
H 1.98575 -1.34533 -0.33782 0.124
H 0.84274 -2.71203 -0.09776 0.102
H 0.79650 -1.53215 1.86047 0.111
H 0.80872 1.01499 0.41656 0.114
H 1.23441 0.73292 2.06016 0.116
H -0.87879 2.08212 1.69383 0.126
H -1.31320 0.39467 2.58106 0.115
H -1.50170 -0.25578 0.42391 0.008
O 0.08393 2.52406 -2.84793 -0.086
H -0.49302 2.29767 -2.05065 0.069
H -0.10617 1.97851 -3.59214 0.004
```

## Properties
Spin multiplicity = 1
Frontier orbital gap = 9.99 eV
SMILES = NCNCCO.O
Charge = 0
HOMO energy = -9.2412 eV



(8)
The following is a quantum chemistry calculation of a cluster of 2 separate species, C3H3IO2 in total in a non-equilibrium geometry, from the OMol25 dataset.

XYZ file:
```
9
Properties=species:S:1:pos:R:3:lowdin_charge:R:1
C -1.11917 -0.70979 0.26078 -0.075
C 0.74178 0.51536 -0.72925 -0.060
C 0.31212 -0.73978 -0.01804 -0.224
O -2.23978 -0.87421 0.11143 0.276
O 0.64833 -0.75971 -1.46967 -0.023
I -0.87059 1.71519 2.66495 -0.332
H -0.05280 1.33284 -1.03385 0.169
H 1.74213 0.82681 -0.52981 0.111
H 0.83797 -1.30670 0.74346 0.159
```

## Properties
Spin multiplicity = 1
Frontier orbital gap (spin up / spin down) = 6.45 / 5.84 eV
Charge = 0
HOMO energy (spin up / spin down) = -8.1965 / -8.0656 eV



(9)
The following is a quantum chemistry calculation of a cluster of 2 separate species, C6H12N2 in total in a non-equilibrium geometry, from the OMol25 dataset.

XYZ file:
```
20
Properties=species:S:1:pos:R:3:lowdin_charge:R:1
C 3.14121 -1.27814 -0.50758 -0.083
C -0.17783 -1.68387 0.72667 -0.361
C 1.69006 -1.63842 -0.30588 -0.402
C 0.72599 -1.76474 -1.26144 -0.275
N 1.11504 -1.62138 0.93998 0.066
N -0.46248 -1.76529 -0.59050 0.007
H -0.93232 -1.74783 1.49200 0.064
H -1.31773 -2.20325 -0.96288 -0.036
H 0.77969 -1.73504 -2.33344 0.042
H 3.74961 -2.09318 -0.88991 0.057
H 3.57650 -1.02531 0.46576 0.059
H 3.10590 -0.30273 -0.98343 0.059
C -1.40087 2.03101 -0.01466 -0.224
C -2.37665 2.65923 0.99129 -0.230
H -0.52378 1.65549 0.51352 0.051
H -1.89354 1.14311 -0.40993 0.021
H -1.01486 2.78316 -0.70089 0.048
H -2.33849 2.15807 1.96105 0.047
H -2.04094 3.67958 1.21531 0.047
H -3.40453 2.74955 0.65496 0.044
```

## Properties
Spin multiplicity = 2
Frontier orbital gap (spin up / spin down) = 2.69 / 8.68 eV
Charge = -1
HOMO energy (spin up / spin down) = 1.2022 / -4.9027 eV